Entry 1:
ORCA calculation (ωB97M-V/def2-TZVPD) on a structure of composition C4H6InO2 at a distorted geometry.

Each line ends with the Löwdin charge.
Positions of all 13 atoms, in Å:
In 0.637 2.782 0.266  1.948
O 0.027 1.469 -1.143  0.020
O 0.942 1.218 1.362  0.119
C -0.057 -1.094 1.075  0.070
C 0.618 0.193 0.754  -0.208
C -0.792 -0.904 -0.272  0.049
C 0.312 0.172 -0.707  -0.172
H 1.071 -0.307 -1.338  0.228
H 0.848 -1.772 1.102  0.220
H -0.356 1.561 -2.023  0.212
H -0.616 -1.152 2.013  0.186
H -0.884 -1.786 -0.911  0.168
H -1.749 -0.381 -0.177  0.161

Summary:
- charge = +3
- gap between HOMO and LUMO (Ha) = 0.21927
- energy (eV) = -13472.6513
- lowest unoccupied orbital energy (eV) = -19.75
- relative energy (zero: lowest compared OMol25 entry of this formula, charge and spin) (kcal/mol) = 0.0
- spin multiplicity = 1

Entry 2:
ORCA calculation (ωB97M-V/def2-TZVPD) on an isolated molecule of C4H8O4 at a distorted geometry.

Each line ends with the Löwdin charge.
Positions of all 16 atoms, in Å:
O 0.880 1.131 -0.983  0.014
O -1.720 1.449 -0.182  0.088
O -2.469 -0.101 1.244  0.143
O 0.218 -1.028 -0.360  -0.077
C 2.376 -0.263 0.237  -0.003
C 0.941 0.149 -0.024  -0.507
C -1.162 -0.857 -0.612  -0.092
C -1.755 0.294 0.198  -0.496
H 2.804 -0.624 -0.694  0.088
H 2.945 0.597 0.577  0.085
H -2.907 0.655 1.671  0.142
H -0.021 1.552 -0.948  0.090
H 2.402 -1.058 0.975  0.084
H -1.642 -1.801 -0.343  0.136
H -1.319 -0.632 -1.677  0.143
H 0.429 0.536 0.920  0.162

Summary:
- structure (SMILES) = C[C@@H](O)OCC(=O)O
- gap between HOMO and LUMO (Ha) = 0.39881
- energy (eV) = -12467.5870
- lowest unoccupied orbital energy (eV) = 0.51
- relative energy (zero: lowest compared OMol25 entry of this formula, charge and spin) (kcal/mol) = 36.3
- spin multiplicity = 1

> The lowest energy belongs to which entry?

C4H6InO2

> Number 2 is which compound?

C4H8O4